1.
A structure of composition C18H31ClCoNO2P2 in a non-equilibrium geometry, computed with ωB97M-V with the def2-TZVPD basis set.

Properties
- relative energy (zero: lowest compared OMol25 entry of this formula, charge and spin) (eV) = 0.0000
- <S²> = 6.125
- HOMO level (alpha / beta) (eV) = -3.85 / -7.80
- gap between HOMO and LUMO (alpha / beta) (eV) = 4.30 / 6.87
- LUMO energy (alpha / beta) (eV) = 0.4 / -0.9

```
! wB97M-V def2-TZVPD RIJCOSX def2/J DEFGRID3
* xyz 0 5
H 1.70275 -1.69986 -2.56542
O -4.39997 1.71070 -0.31579
H -1.69036 -0.12283 1.01914
H -3.71754 0.97341 1.27357
H 4.92523 -1.12302 4.87520
C -0.76211 -0.95274 -4.12150
H -0.38782 -1.71366 -4.79470
H -0.48388 -0.15929 2.71557
H -1.95128 3.07844 -1.86607
H 2.66958 -1.48156 5.91898
C 4.08686 -0.36255 3.03730
N -0.69324 0.00713 -1.95138
C 0.94880 3.01161 -0.70981
C 4.00274 -0.88881 4.32960
H 0.44508 -2.98080 -2.65482
H -1.67860 -2.67541 -0.31760
H 1.40405 -0.60371 -0.14912
O -3.21295 0.76994 2.08442
C 1.63905 -0.20889 2.89354
H 1.26338 2.47189 -1.61410
C -1.42202 1.09807 -2.35893
H -0.58897 -4.06909 -0.51698
H 3.03337 -2.22906 -0.24900
C 0.67760 -1.97723 -2.26579
Cl 3.13803 0.69826 0.78926
C -0.71918 -3.10216 -0.00774
H -1.43127 -0.75644 0.67910
H -2.04935 0.03609 -5.58776
Co -0.05479 0.03870 0.36179
H -4.85633 1.11524 -0.96507
C -1.51658 2.16573 -1.47968
H 2.17599 -2.80044 1.22139
H 0.32078 1.37559 2.34384
H 2.19351 -3.83866 -0.27012
C 2.16947 -2.80588 0.12006
H 5.05092 -0.19716 2.55594
C -1.66645 0.01831 -4.54293
P -0.47492 2.10187 -0.04032
H -1.59222 4.08518 0.80089
C -2.03959 1.01581 -3.63139
H -1.93572 2.67314 1.85623
H -0.33231 3.48170 1.94695
C -1.15708 3.19187 1.27543
H -3.56288 1.96242 -0.64191
C 1.58161 -0.77986 4.18655
C -0.32015 -0.94575 -2.78902
H 1.75015 3.02877 0.03614
H -2.75938 1.78962 -3.89162
H 0.58790 4.01453 -0.98304
C 2.92018 -0.01375 2.35043
C 2.74355 -1.08822 4.89782
H 0.60730 -0.94341 4.64525
H -3.79481 -0.01485 2.34024
P 0.63864 -1.97047 -0.42840
H -0.73569 -3.26425 1.07609
C 0.40468 0.28501 2.25714
*
```

***

2.
A structure of composition C30H34NO3Tc in a non-equilibrium geometry, computed with ωB97M-V with the def2-TZVPD basis set.

Properties
- <S²> = 3.786
- HOMO level (alpha / beta) (eV) = -0.71 / -2.61
- gap between HOMO and LUMO (alpha / beta) (eV) = 3.58 / 5.45
- LUMO energy (alpha / beta) (eV) = 2.9 / 2.8

```
! wB97M-V def2-TZVPD RIJCOSX def2/J DEFGRID3
* xyz -1 4
C 1.58534 -3.19465 4.03423
H -3.02986 -0.36716 1.58068
C 3.17917 -1.48433 4.63208
H 3.65000 -0.40625 6.45750
C 3.56162 -0.23266 5.37658
H -2.13307 0.30205 -3.56861
H -3.12436 -0.28827 -1.09273
H 4.40611 -3.49003 2.15075
H 1.57890 0.37114 -3.47960
C -1.53140 1.27245 -0.92444
C -0.94881 1.90959 0.22235
H 5.00024 -1.47345 3.50222
H -1.75736 -0.69817 -4.99512
C 1.65281 1.42466 -0.45010
H -1.53075 -5.03448 5.45325
C -0.93020 -3.29903 4.33207
H 2.82829 0.57404 5.22114
C -1.40333 1.19850 1.40408
O -0.23920 -1.44204 1.75713
C 1.63488 1.63336 0.97810
C -2.38860 0.22520 0.94004
H -0.23674 -3.23148 -2.12217
C 2.48840 -3.71868 3.09806
H 0.11793 1.35599 -3.21383
H 2.35597 -0.33763 -1.66398
H 0.47305 0.71473 -4.83080
H -1.27277 1.57204 2.41059
C -2.44806 0.28128 -0.46531
C 2.04965 0.40843 1.59724
C 1.96473 -2.13966 4.89296
C -0.26414 -0.75067 -3.45545
H -3.77544 -4.10829 6.03855
H 1.41588 -2.48299 -1.96295
C 2.41455 -0.51457 0.56026
H 2.83550 -1.50510 0.71768
H 4.53408 0.13043 5.01919
H 2.18788 0.25687 2.66314
H -1.44866 1.64782 -1.93578
H -0.47231 2.88002 0.24488
C 0.42022 -2.06966 -3.88921
N 0.34391 -3.82620 4.12001
C -1.70547 -0.65133 -3.89892
H -2.83947 -0.53762 3.78828
C -1.84486 -4.05029 5.09360
H 1.38986 2.53576 1.53006
Tc 0.22283 0.15253 0.51812
C 0.41461 -2.39479 -2.39920
C 1.09866 -1.75768 6.04930
O -0.20053 -1.12090 -2.03482
C -1.34336 -2.05812 3.81262
H 1.41932 -1.92784 -4.31451
O 0.07384 -0.20057 3.62267
C -3.46810 -2.26357 4.94810
C -2.58984 -1.53398 4.15025
C 3.71283 -3.10309 2.89743
H 0.76820 -2.64194 6.61102
C 4.04770 -1.98295 3.65973
H 1.40459 2.14753 -1.22295
C 0.52804 0.49730 -3.75745
H -0.21582 -2.71810 -4.49785
C -0.41710 -1.18023 3.03048
C -3.09094 -3.52790 5.41897
H -2.29148 -1.47628 -3.47534
H 1.64369 -1.10500 6.73648
H 0.21416 -1.19968 5.71644
H -4.43787 -1.83698 5.20338
H 0.35634 -4.83428 3.98608
C 2.15542 0.10614 -0.69468
H 2.18509 -4.58795 2.50944
*
```

***

3.
A structure of composition C4H4FeO5 in a non-equilibrium geometry, computed with ωB97M-V with the def2-TZVPD basis set.

Properties
- relative energy (zero: lowest compared OMol25 entry of this formula, charge and spin) (eV) = 0.0000
- <S²> = 8.753
- HOMO level (alpha / beta) (eV) = -12.28 / -15.28
- gap between HOMO and LUMO (alpha / beta) (eV) = 8.23 / 9.55
- LUMO energy (alpha / beta) (eV) = -4.1 / -5.7

```
! wB97M-V def2-TZVPD RIJCOSX def2/J DEFGRID3
* xyz 1 6
H -2.16298 -1.30788 -0.47422
H -1.98021 1.33971 1.05617
O 3.38740 -0.24453 -0.68635
O 1.54613 0.42803 0.47092
C -1.72763 -0.72657 0.34645
C -1.81966 0.77929 0.12830
O -0.51121 1.10308 -0.38647
C 2.23671 0.08681 -0.78995
O 1.20101 -0.28321 -1.47063
H -2.14029 -1.05703 1.30404
H -2.56126 1.06805 -0.62196
Fe 4.52170 -0.32787 0.91370
C 0.31246 0.09324 -0.16040
O -0.30217 -0.95110 0.37042
*
```

***

4.
The molecule C3H6N2O2, computed with ωB97M-V with the def2-TZVPD basis set.

Properties
- relative energy (zero: lowest compared OMol25 entry of this formula, charge and spin) (eV) = 3.9179
- HOMO level (eV) = -8.33
- gap between HOMO and LUMO (eV) = 8.76
- LUMO energy (eV) = 0.4

```
! wB97M-V def2-TZVPD RIJCOSX def2/J DEFGRID3
* xyz 0 1
H 1.27691 -1.23487 -1.76223
H -1.20906 -0.43506 2.66899
C -0.29784 1.19749 0.04358
C -0.73156 -0.33800 1.68730
N 0.42627 -0.85301 -1.35173
C 0.81307 0.20997 -0.30060
H 0.10755 2.20619 -0.05817
H -1.14488 1.06979 -0.64786
H -0.23249 -0.54499 -2.06397
O -0.72773 1.03226 1.36790
H -0.01791 -1.43453 -0.45513
N -0.24939 -1.21301 0.95401
O 1.98706 0.33779 -0.08209
*
```

***

5.
The molecule C5H7N in a non-equilibrium geometry, computed with ωB97M-V with the def2-TZVPD basis set.

Properties
- relative energy (zero: lowest compared OMol25 entry of this formula, charge and spin) (eV) = 4.5015
- HOMO level (alpha / beta) (eV) = -9.06 / -8.22
- gap between HOMO and LUMO (alpha / beta) (eV) = 9.50 / 8.32
- LUMO energy (alpha / beta) (eV) = 0.4 / 0.1

```
! wB97M-V def2-TZVPD RIJCOSX def2/J DEFGRID3
* xyz 0 1
C 1.22386 0.06262 -0.19620
C 0.42800 -1.19044 -0.10617
H 0.39408 1.80249 0.99770
H 0.85855 -2.17645 0.06317
H -1.88436 1.08611 -0.13800
H -1.09097 -0.61508 1.40590
C -0.94814 -0.82468 0.34046
C -0.92971 0.53215 -0.24311
C 0.33925 1.25638 0.04434
H 2.29373 0.09223 0.00227
H -1.74943 -1.48392 -0.01002
H 0.48275 1.96826 -0.77507
N 0.58707 -0.49382 -1.38578
*
```

***

6.
The molecule C7H10N2O2 in a non-equilibrium geometry, computed with ωB97M-V with the def2-TZVPD basis set.

Properties
- relative energy (zero: lowest compared OMol25 entry of this formula, charge and spin) (eV) = 5.9223
- SMILES = CN[C@]1([N+](=O)[O-])C=CC=CC1
- HOMO level (eV) = -8.81
- gap between HOMO and LUMO (eV) = 9.06
- LUMO energy (eV) = 0.2

```
! wB97M-V def2-TZVPD RIJCOSX def2/J DEFGRID3
* xyz 0 1
H 0.65962 0.37704 0.99184
C -0.50971 0.45105 -1.22776
H -0.71387 3.55844 0.12763
C -0.34158 1.76821 -1.21230
H 1.17870 -2.98981 -0.68937
C -0.95185 -0.39104 -0.03304
C -0.37759 0.25148 1.20505
N -2.41125 -0.50070 -0.08267
H -0.77476 -0.18027 2.17581
H -0.90914 -2.46345 0.20636
H -0.43828 -0.23196 -2.08200
C -0.69565 1.71724 1.16030
O -2.91396 -1.41045 0.50469
H 1.76336 -1.52860 0.30542
O -2.97603 0.51016 -0.49115
C -0.69368 2.41737 0.02056
H 0.02235 2.33091 -2.06290
H -0.68908 2.21737 2.15323
H 1.22527 -1.16647 -1.39056
N -0.39333 -1.72757 -0.29032
C 0.99146 -1.87055 -0.57016
*
```